{
  "formula": "C3H6N2O2",
  "method": "ωB97M-V/def2-TZVPD",
  "species": ["C", "C", "N", "C", "O", "O", "N", "H", "H", "H", "H", "H", "H"],
  "positions_angstrom": [[-0.773, 0.186, 0.100], [1.293, -0.406, -0.005], [-2.774, 0.146, -0.172], [2.150, 0.576, -0.261], [-0.674, 1.195, 0.906], [1.640, -1.630, 0.430], [-0.870, -0.691, -0.700], [0.281, 1.283, 1.113], [0.857, -2.188, 0.490], [-3.153, -0.778, 0.033], [-3.009, 0.348, -1.142], [3.219, 0.448, -0.104], [1.813, 1.512, -0.687]],
  "homo_ev": [-8.76, -8.09],
  "de_lowest_ev": 8.314,
  "largest_force_ev_per_a": 1.076,
  "total_charge": 0
}